No. 1
This record from OMol25 describes a 4-piece molecular cluster, C4H16NO3 overall at a distorted geometry. The level of theory is ωB97M-V/def2-TZVPD.

Bonds (Å) are listed after each position.
Atoms and positions in Å:
1 H -2.867 1.252 -0.025  C13 1.101
2 H 1.144 0.502 -0.817  N3 1.075
3 N 0.265 -0.079 -0.600  H2 1.075, H6 1.038, H20 1.042, C24 1.490
4 H -1.011 1.090 2.085  C21 1.098
5 H -2.102 0.434 -1.435  C13 1.078
6 H -0.166 -0.376 -1.497  N3 1.038
7 O 2.769 -0.007 -0.736  H16 0.963, H18 0.968
8 O -0.691 -2.999 1.242  H9 0.974, H14 0.971
9 H -0.382 -3.854 0.895  O8 0.974
10 H 0.659 0.954 1.824  C21 1.097
11 O -0.557 -2.308 -2.100  H12 0.969, H23 0.966
12 H -1.124 -2.873 -2.647  O11 0.969
13 C -1.929 0.899 -0.478  H1 1.101, H5 1.078, C24 1.303
14 H -0.396 -3.207 2.144  O8 0.971
15 H -0.881 3.337 0.803  C17 1.138
16 H 3.286 -0.815 -0.823  O7 0.963
17 C 0.047 2.829 1.222  H15 1.138, H19 1.062, C21 1.511, H22 1.101
18 H 3.180 0.721 -1.223  O7 0.968
19 H 0.256 3.386 2.102  C17 1.062
20 H 0.596 -0.943 -0.120  N3 1.042
21 C -0.244 1.351 1.344  H4 1.098, H10 1.097, C17 1.511, C24 1.485
22 H 0.857 2.904 0.479  C17 1.101
23 H 0.050 -2.958 -1.721  O11 0.966
24 C -0.760 0.761 0.082  N3 1.490, C13 1.303, C21 1.485

Values from the calculation:
Total charge: +1
Lowest unoccupied orbital energy: -3.1 eV
Orbital gap: 10.728 eV
2S+1: 1

=====

No. 2
This record from OMol25 describes a 4-piece molecular cluster, C4H16NO3 overall. The level of theory is ωB97M-V/def2-TZVPD.

Bonds (Å) are listed after each position.
Atoms and positions in Å:
1 O 2.331 -0.206 2.962  H2 0.963, H4 0.964
2 H 2.672 0.633 2.634  O1 0.963
3 H 0.236 -0.306 -2.032  N9 1.020
4 H 2.483 -0.166 3.913  O1 0.964
5 H -0.885 -2.263 0.852  C11 1.091
6 H 2.504 -0.951 0.633  C19 1.073
7 C -1.213 -0.292 1.657  C11 1.540, H12 1.093, H16 1.085, H24 1.083
8 H -1.883 1.715 -2.285  O23 0.968
9 N -0.304 -0.728 -1.277  H3 1.020, C10 1.478, H18 1.020, H22 1.038
10 C 0.516 -0.947 -0.068  N9 1.478, C11 1.488, C19 1.316
11 C -0.284 -1.389 1.106  H5 1.091, C7 1.540, C10 1.488, H14 1.077
12 H -1.575 0.421 0.912  C7 1.093
13 O 0.145 2.107 -2.549  H17 0.966, H20 0.970
14 H 0.384 -1.693 1.894  C11 1.077
15 H 2.264 -0.346 -1.067  C19 1.087
16 H -0.708 0.325 2.393  C7 1.085
17 H 0.383 2.377 -3.446  O13 0.966
18 H -0.677 -1.623 -1.592  N9 1.020
19 C 1.812 -0.736 -0.159  H6 1.073, C10 1.316, H15 1.087
20 H 0.435 2.853 -2.000  O13 0.970
21 H -3.062 1.155 -1.439  O23 0.967
22 H -1.129 -0.117 -1.120  N9 1.038
23 O -2.369 0.907 -2.066  H8 0.968, H21 0.967
24 H -2.075 -0.729 2.145  C7 1.083

Values from the calculation:
Total charge: +1
Lowest unoccupied orbital energy: -2.9 eV
Orbital gap: 11.172 eV
2S+1: 1

=====

No. 3
This record from OMol25 describes a 4-piece molecular cluster, C4H16NO3 overall at a distorted geometry. The level of theory is ωB97M-V/def2-TZVPD.

Bonds (Å) are listed after each position.
Atoms and positions in Å:
1 H 1.001 3.755 1.743  O13 0.990
2 H -0.815 -2.257 2.671  C22 1.086
3 H 1.682 -1.966 -1.348  C15 1.099
4 H -0.626 -0.738 -2.162  C12 1.106
5 O -2.148 1.119 1.570  H11 0.964, H14 0.950
6 H 2.877 2.004 -0.893  O24 0.978
7 H -0.153 -2.883 0.993  C22 1.089
8 C -0.092 -0.453 -0.100  C12 1.506, H16 1.096, N18 1.470, H20 1.095
9 H 1.964 2.961 -1.253  O24 0.987
10 H 0.602 -3.350 -1.784  C15 1.081
11 H -3.063 0.934 1.810  O5 0.964
12 C -0.395 -1.351 -1.271  H4 1.106, C8 1.506, C15 1.557, H21 1.091
13 O 0.210 3.415 1.254  H1 0.990, H17 0.981
14 H -2.159 1.356 0.650  O5 0.950
15 C 0.735 -2.278 -1.809  H3 1.099, H10 1.081, C12 1.557, H19 1.091
16 H -0.466 0.546 -0.351  C8 1.096
17 H 0.338 3.705 0.325  O13 0.981
18 N -0.720 -0.939 1.137  C8 1.470, C22 1.268, H23 1.086
19 H 0.832 -1.997 -2.858  C15 1.091
20 H 0.964 -0.175 -0.009  C8 1.095
21 H -1.334 -1.905 -1.286  C12 1.091
22 C -0.539 -2.092 1.633  H2 1.086, H7 1.089, N18 1.268
23 H -1.134 -0.147 1.754  N18 1.086
24 O 2.439 2.738 -0.417  H6 0.978, H9 0.987

Values from the calculation:
Total charge: +2
Lowest unoccupied orbital energy (spin up / spin down): -7.5 / -14.7 eV
Expectation value of S²: 0.76
Orbital gap (spin up / spin down): 10.441 / 3.257 eV
2S+1: 2

=====

No. 4
This record from OMol25 describes a 3-piece molecular cluster, C4H16NO3 overall at a distorted geometry. The level of theory is ωB97M-V/def2-TZVPD.

Bonds (Å) are listed after each position.
Atoms and positions in Å:
1 H -1.137 -2.705 -1.035  C22 1.165
2 C 0.753 1.412 -1.955  H8 1.049, H11 1.049, C15 1.490, H23 1.048
3 H 1.100 0.655 0.535  N18 1.056
4 H -1.372 0.851 3.507  O16 1.034
5 H -0.595 0.123 0.870  N18 1.128
6 H 0.920 -1.481 -1.073  C19 1.117
7 H 3.700 0.181 1.396  O20 0.920
8 H 1.192 2.351 -1.794  C2 1.049
9 H 0.886 -1.660 0.674  C19 1.104
10 H -1.173 -2.522 0.839  C22 1.084
11 H 0.126 1.555 -2.783  C2 1.049
12 H 3.011 1.211 0.532  O20 0.882
13 H -2.769 0.288 2.809  O16 0.981
14 H -1.089 0.284 -1.548  C15 1.150
15 C -0.287 0.912 -1.014  C2 1.490, H14 1.150, N18 1.473, H24 1.189
16 O -1.839 0.549 2.637  H4 1.034, H13 0.981
17 O -1.936 -0.987 -0.434  H21 0.966, C22 1.385
18 N 0.257 0.162 0.131  H3 1.056, H5 1.128, C15 1.473, C19 1.461
19 C 0.296 -1.266 -0.172  H6 1.117, H9 1.104, N18 1.461, C22 1.543
20 O 3.047 0.826 1.324  H7 0.920, H12 0.882
21 H -2.777 -1.338 -0.755  O17 0.966
22 C -1.056 -2.005 -0.106  H1 1.165, H10 1.084, O17 1.385, C19 1.543
23 H 1.570 0.773 -2.101  C2 1.048
24 H -0.828 1.830 -0.485  C15 1.189

Values from the calculation:
Total charge: +2
Lowest unoccupied orbital energy (spin up / spin down): -7.5 / -14.6 eV
Expectation value of S²: 0.75
Orbital gap (spin up / spin down): 11.346 / 4.199 eV
2S+1: 2

=====

No. 5
This record from OMol25 describes a 3-piece molecular cluster, C4H16NO3 overall at a distorted geometry. The level of theory is ωB97M-V/def2-TZVPD.

Bonds (Å) are listed after each position.
Atoms and positions in Å:
1 C 0.743 0.996 1.245  H2 1.101, O3 1.386, C11 1.581, H19 1.090
2 H 1.699 0.476 1.408  C1 1.101
3 O 0.261 1.102 2.540  C1 1.386, H12 0.988
4 H -1.078 -1.823 0.688  N14 1.024
5 H 0.682 -4.132 0.309  O18 0.974
6 H -0.414 3.887 -0.570  O8 0.968
7 H 0.686 0.853 -1.426  C22 1.105
8 O 0.338 3.281 -0.508  H6 0.968, H17 0.964
9 H -0.921 -1.556 -2.232  C13 1.084
10 H -1.918 -0.479 -1.336  C13 1.111
11 C -0.259 0.166 0.347  C1 1.581, N14 1.524, H20 1.104, C22 1.514
12 H -0.201 1.961 2.695  O3 0.988
13 C -0.956 -0.529 -1.889  H9 1.084, H10 1.111, H16 1.100, C22 1.547
14 N -0.535 -1.094 1.159  H4 1.024, C11 1.524, H15 1.023, H21 1.030
15 H -0.928 -0.857 2.074  N14 1.023
16 H -1.085 0.117 -2.770  C13 1.100
17 H 1.061 3.705 -0.986  O8 0.964
18 O 0.520 -3.216 0.021  H5 0.974, H24 0.957
19 H 0.932 1.964 0.780  C1 1.090
20 H -1.162 0.777 0.171  C11 1.104
21 H 0.371 -1.535 1.374  N14 1.030
22 C 0.269 -0.097 -1.047  H7 1.105, C11 1.514, C13 1.547, H23 1.098
23 H 1.125 -0.778 -1.145  C22 1.098
24 H 0.770 -3.187 -0.902  O18 0.957

Values from the calculation:
Total charge: +2
Lowest unoccupied orbital energy (spin up / spin down): -7.0 / -14.0 eV
Expectation value of S²: 0.76
Orbital gap (spin up / spin down): 12.182 / 5.129 eV
2S+1: 2

=====

No. 6
This record from OMol25 describes a 4-piece molecular cluster, C4H16O3 overall at a distorted geometry. The level of theory is ωB97M-V/def2-TZVPD.

Bonds (Å) are listed after each position.
Atoms and positions in Å:
1 H -2.146 -0.876 0.437  C13 1.094
2 H 2.300 -2.413 -2.477  O15 0.961
3 H -2.058 -0.666 -1.347  C13 1.090
4 H -1.866 0.643 4.896  O20 0.961
5 O 0.664 4.184 1.771  H11 0.975, H12 0.969
6 H 0.006 0.258 0.613  C17 1.076
7 H -2.091 0.712 -0.285  C13 1.083
8 H 1.442 0.508 -1.698  C19 1.086
9 H -0.059 1.313 -1.686  C19 1.090
10 C 0.404 -1.706 -0.106  H16 1.095, C17 1.528, H18 1.095, H23 1.089
11 H 1.364 4.770 2.112  O5 0.975
12 H 0.249 4.818 1.166  O5 0.969
13 C -1.710 -0.297 -0.382  H1 1.094, H3 1.090, H7 1.083, C17 1.536
14 H 1.349 -3.160 -3.428  O15 0.961
15 O 2.274 -3.059 -3.189  H2 0.961, H14 0.961
16 H 0.088 -2.223 0.806  C10 1.095
17 C -0.177 -0.304 -0.286  H6 1.076, C10 1.528, C13 1.536, C19 1.516
18 H 1.481 -1.560 0.027  C10 1.095
19 C 0.382 0.325 -1.547  H8 1.086, H9 1.090, C17 1.516, H21 1.095
20 O -1.555 0.803 4.001  H4 0.961, H22 0.960
21 H 0.033 -0.237 -2.420  C19 1.095
22 H -0.626 0.567 3.954  O20 0.960
23 H 0.251 -2.399 -0.932  C10 1.089

Values from the calculation:
Total charge: 0
Lowest unoccupied orbital energy: 0.7 eV
Orbital gap: 11.969 eV
2S+1: 1

=====

No. 7
This record from OMol25 describes a 4-piece molecular cluster, C4H16O4 overall. The level of theory is ωB97M-V/def2-TZVPD.

Bonds (Å) are listed after each position.
Atoms and positions in Å:
1 H -0.600 3.299 -2.780  C18 1.093
2 H 0.719 -0.137 -1.180  C17 1.089
3 H -1.039 -0.356 -1.385  C17 1.091
4 H -0.909 -1.172 0.867  O11 0.962
5 H 1.229 0.121 1.489  O24 0.964
6 H 0.035 2.801 -1.199  C18 1.090
7 H 1.714 3.291 -3.411  O16 0.960
8 H -2.100 -4.287 2.138  C10 1.096
9 H -3.423 -3.263 2.735  C10 1.094
10 C -2.511 -3.271 2.129  H8 1.096, H9 1.094, H12 1.090, O13 1.416
11 O -0.257 -0.549 0.532  H4 0.962, C17 1.423
12 H -1.781 -2.625 2.615  C10 1.090
13 O -2.728 -2.784 0.818  C10 1.416, H14 0.960
14 H -3.264 -3.423 0.342  O13 0.960
15 H 2.756 2.342 1.678  C22 1.091
16 O 1.471 3.393 -2.488  H7 0.960, C18 1.413
17 C -0.146 -0.723 -0.876  H2 1.089, H3 1.091, O11 1.423, H23 1.091
18 C 0.217 2.778 -2.274  H1 1.093, H6 1.090, O16 1.413, H21 1.095
19 H 3.622 1.100 0.753  C22 1.096
20 H 2.040 1.650 0.208  C22 1.094
21 H 0.224 1.726 -2.577  C18 1.095
22 C 2.635 1.425 1.099  H15 1.091, H19 1.096, H20 1.094, O24 1.413
23 H 0.049 -1.764 -1.136  C17 1.091
24 O 2.044 0.426 1.903  H5 0.964, C22 1.413

Values from the calculation:
Total charge: 0
Lowest unoccupied orbital energy: 0.6 eV
Orbital gap: 10.056 eV
2S+1: 1

=====

No. 8
This record from OMol25 describes a 5-piece molecular cluster, C4H16O4 overall at a distorted geometry. The level of theory is ωB97M-V/def2-TZVPD.

Bonds (Å) are listed after each position.
Atoms and positions in Å:
1 H -0.680 -2.065 -1.979  C20 1.083
2 O 2.693 5.138 1.834  H21 0.955, H23 0.967
3 H -2.518 1.817 -6.217  O15 0.978
4 O 0.404 2.129 0.151  H6 0.959, H10 0.965
5 H -1.460 -0.070 -0.614  C11 1.109
6 H 0.127 1.603 0.904  O4 0.959
7 H -2.398 -1.124 0.340  C11 1.105
8 O 1.769 0.188 6.833  H9 0.969, H16 0.962
9 H 1.178 0.138 6.066  O8 0.969
10 H -0.463 2.465 -0.107  O4 0.965
11 C -1.995 -1.038 -0.685  H5 1.109, H7 1.105, H18 1.088, C20 1.549
12 H 1.373 -3.492 -1.206  C17 1.077
13 H -1.646 -3.186 -0.943  C20 1.088
14 H -1.352 1.044 -6.300  O15 0.970
15 O -1.794 1.698 -6.863  H3 0.978, H14 0.970
16 H 2.406 -0.526 6.741  O8 0.962
17 C 1.070 -3.190 -0.218  H12 1.077, C19 1.330, H24 1.085
18 H -2.904 -1.079 -1.282  C11 1.088
19 C 0.009 -2.441 0.067  C17 1.330, C20 1.536, H22 1.096
20 C -1.087 -2.254 -0.994  H1 1.083, C11 1.549, H13 1.088, C19 1.536
21 H 2.417 5.205 0.923  O2 0.955
22 H -0.261 -2.189 1.099  C19 1.096
23 H 3.258 4.359 1.920  O2 0.967
24 H 1.853 -3.130 0.531  C17 1.085

Values from the calculation:
Total charge: 0
Lowest unoccupied orbital energy: 0.3 eV
Orbital gap: 10.129 eV
2S+1: 1

=====

Across the entries above, ΔE to the lowest compared entry with this formula, charge and spin takes the values 1.6167 0.6489 3.7080 4.2654 1.7392 0.7224 2.1669 1.9493 eV, respectively.